The following is a quantum chemistry calculation of a structure of composition C4H7N2O2S4 at a distorted geometry, from the Open Molecules 2025 dataset.

The molar mass comes out at 243.4 g/mol. The HOMO-LUMO gap is 0.287 Eh. The calculation puts the energy relative to the best compared isomer or geometry (same formula, charge and spin) at 5.99 kcal/mol. As for the total energy: -54665.5233 eV. The total charge is +1. Its HOMO energy is -12.21 eV. The LUMO energy comes out at -4.4 eV.

Geometry as XYZ:
```
19
Properties=species:S:1:pos:R:3:mulliken_charge:R:1
C -1.174 0.582 -0.621 -0.8139
C -0.487 -0.202 0.469 -0.4615
C 1.588 -0.358 -0.916 -1.0552
C 0.748 0.362 -2.033 0.3700
N -0.669 0.233 -1.942 -0.1842
N 1.007 0.041 0.377 -0.0276
O 2.351 2.088 -0.903 -0.3408
O -0.503 -0.406 -4.121 -0.2644
S 3.326 0.713 -1.137 0.2166
S 1.184 2.273 -2.190 0.2433
S 1.108 -0.292 -3.720 0.1570
S -1.449 -0.974 -2.892 0.1734
H -2.190 0.252 -0.811 0.4485
H -0.943 1.578 -0.285 0.3338
H -0.635 0.078 1.558 0.4126
H -0.450 -1.282 0.402 0.3767
H 1.719 -1.350 -1.245 0.6113
H 1.071 1.008 0.434 0.4452
H 1.571 -0.379 1.111 0.3588
```


The following is a quantum chemistry calculation of the ion C4H7N2OS with charge +1 at a distorted geometry, from the Open Molecules 2025 dataset.

The molar mass comes out at 131.2 g/mol. The HOMO-LUMO gap (spin up / spin down) is 0.299 / 0.255 Eh. Its spin multiplicity is 3. The calculation puts the energy relative to the best compared isomer or geometry (same formula, charge and spin) at 17.77 kcal/mol. As for the total energy: -20113.0469 eV. The total charge is +1. Its HOMO energy (spin up / spin down) is -12.61 / -13.96 eV. The LUMO energy (spin up / spin down) comes out at -4.5 / -7.0 eV. As for the expectation value of S²: 2.02.

Geometry as XYZ:
```
15
Properties=species:S:1:pos:R:3:mulliken_charge:R:1
C -1.207 -0.537 -0.076 0.7137
C 2.464 -0.340 -0.522 0.0652
C -0.010 1.467 0.551 -0.6690
C 1.527 -0.497 0.570 -0.3498
N -1.205 0.730 0.366 -0.1391
N -2.290 -0.957 -0.753 -0.4136
O 3.494 0.282 -0.451 -0.3800
S 0.139 -1.571 0.254 -0.0740
H 2.197 -0.885 -1.443 0.3315
H 0.003 2.057 1.509 0.3520
H 0.591 1.888 -0.324 0.3593
H 1.819 -0.227 1.578 0.5201
H -2.064 1.175 0.409 0.1911
H -3.191 -0.646 -0.566 0.2360
H -2.267 -1.939 -1.103 0.2568
```


The following is a quantum chemistry calculation of the molecule C4H7N2P at a distorted geometry, from the Open Molecules 2025 dataset.

The structure (SMILES) is CN(C#[PH2])CC#N. The molar mass comes out at 114.1 g/mol. The HOMO-LUMO gap is 0.300 Eh. The calculation puts the energy relative to the best compared isomer or geometry (same formula, charge and spin) at 87.48 kcal/mol. As for the total energy: -16526.0161 eV. Its HOMO energy is -7.59 eV. The LUMO energy comes out at 0.6 eV.

Geometry as XYZ:
```
14
Properties=species:S:1:pos:R:3:mulliken_charge:R:1
C 0.255 -0.804 -0.972 -1.0270
N -0.489 0.085 -0.058 0.1947
C -0.095 1.172 0.374 -0.2172
P 1.406 2.038 0.132 -0.2184
C -1.872 -0.204 0.208 -0.3663
C -2.883 0.726 -0.129 0.2042
N -3.621 1.468 -0.520 -0.3362
H 1.337 -0.674 -0.893 0.4056
H 0.081 -1.777 -0.631 0.3876
H -0.123 -0.787 -1.988 0.3198
H 2.246 1.443 1.120 0.0345
H 1.029 2.909 1.158 0.0551
H -2.148 -1.302 -0.177 0.3345
H -2.015 -0.243 1.297 0.2290
```


The following is a quantum chemistry calculation of the molecule C4H7N2P at a distorted geometry, from the Open Molecules 2025 dataset.

The structure (SMILES) is Cc1n[nH]pc1C. The molar mass comes out at 114.1 g/mol. The HOMO-LUMO gap is 0.305 Eh. The calculation puts the energy relative to the best compared isomer or geometry (same formula, charge and spin) at 43.74 kcal/mol. As for the total energy: -16527.9132 eV. Its HOMO energy is -7.96 eV. The LUMO energy comes out at 0.3 eV.

Geometry as XYZ:
```
14
Properties=species:S:1:pos:R:3:mulliken_charge:R:1
C -0.668 -1.427 0.269 -1.1179
C 0.642 -0.741 -0.010 0.3709
N 1.653 -1.568 -0.160 -0.5959
N 2.813 -0.867 -0.101 0.0205
P 2.992 0.733 0.010 -0.0505
C 0.864 0.639 0.062 0.2144
C -0.012 1.832 -0.039 -0.9345
H -1.530 -1.020 -0.295 0.3116
H -0.756 -1.361 1.447 0.1977
H -0.523 -2.353 -0.016 0.4535
H 3.589 -1.634 -0.242 0.3030
H -0.372 1.898 -1.117 0.2290
H 0.551 2.764 0.207 0.2934
H -0.926 1.862 0.599 0.3048
```


The following is a quantum chemistry calculation of a cluster of 2 separate species, C4H7N2S in total, from the Open Molecules 2025 dataset.

The molar mass comes out at 115.2 g/mol. The HOMO-LUMO gap (spin up / spin down) is 0.281 / 0.281 Eh. The calculation puts the energy relative to the best compared isomer or geometry (same formula, charge and spin) at 85.81 kcal/mol. As for the total energy: -18066.6711 eV. The total charge is +1. Its HOMO energy (spin up / spin down) is -12.81 / -12.81 eV. The LUMO energy (spin up / spin down) comes out at -5.1 / -5.1 eV.

Geometry as XYZ:
```
14
Properties=species:S:1:pos:R:3:mulliken_charge:R:1
C 0.930 1.019 -0.705 0.5391
C 1.485 1.495 0.395 -0.4710
C -1.562 -1.468 1.170 -0.0573
C 0.151 0.337 -2.922 -0.1158
N 0.519 0.640 -1.761 0.0036
N -0.730 -1.073 2.020 -0.3422
S 1.387 1.001 2.012 -0.2347
H 2.142 2.346 0.245 0.3277
H -1.461 -1.122 0.149 0.0860
H -2.394 -2.142 1.368 0.2699
H 0.491 0.928 -3.759 0.2632
H -0.490 -0.511 -3.095 0.2421
H 0.371 -0.043 1.909 0.2733
H -0.841 -1.408 2.975 0.2160
```


The following is a quantum chemistry calculation of the ion C4H7N2S with charge +1 at a distorted geometry, from the Open Molecules 2025 dataset.

The structure (SMILES) is C=NC(=S)[N+](=C)C. The molar mass comes out at 115.2 g/mol. The HOMO-LUMO gap is 0.291 Eh. The calculation puts the energy relative to the best compared isomer or geometry (same formula, charge and spin) at 79.57 kcal/mol. As for the total energy: -18066.9416 eV. The total charge is +1. Its HOMO energy is -13.79 eV. The LUMO energy comes out at -5.9 eV.

Geometry as XYZ:
```
14
Properties=species:S:1:pos:R:3:mulliken_charge:R:1
C -2.925 0.257 0.245 -0.1428
N -1.624 0.191 0.225 -0.3910
C -0.802 0.157 -0.996 0.1695
S -1.196 -0.288 -2.500 -0.1383
N 0.659 0.305 -0.625 0.1779
C 1.448 0.898 -1.417 0.0822
C 0.985 -0.544 0.554 -0.7528
H -3.470 -0.007 1.181 0.2350
H -3.684 0.570 -0.437 0.2834
H 2.372 1.163 -1.097 0.3112
H 1.041 1.065 -2.406 0.1730
H 1.970 -0.117 1.074 0.3052
H 1.141 -1.599 0.338 0.3280
H 0.176 -0.385 1.279 0.3596
```


The following is a quantum chemistry calculation of the ion C4H7N2S with charge +1 at a distorted geometry, from the Open Molecules 2025 dataset.

The structure (SMILES) is C[N+](=C=[NH2+])/C=C\[S-]. The molar mass comes out at 115.2 g/mol. The HOMO-LUMO gap (spin up / spin down) is 0.247 / 0.248 Eh. The calculation puts the energy relative to the best compared isomer or geometry (same formula, charge and spin) at 79.31 kcal/mol. As for the total energy: -18066.9529 eV. The total charge is +1. Its HOMO energy (spin up / spin down) is -13.01 / -12.98 eV. The LUMO energy (spin up / spin down) comes out at -6.3 / -6.2 eV.

Geometry as XYZ:
```
14
Properties=species:S:1:pos:R:3:mulliken_charge:R:1
C -0.064 1.626 -0.271 -1.0112
N -0.121 0.193 0.018 0.1234
C 0.002 -0.646 -1.006 0.0038
N 0.860 -0.633 -1.961 -0.2405
C -0.508 -0.140 1.267 0.3272
C -0.569 -1.408 1.822 -0.4353
S -0.052 -2.848 1.171 -0.0723
H -0.914 2.136 0.180 0.3815
H 0.855 2.038 0.152 0.3666
H -0.077 1.805 -1.343 0.3850
H 1.719 -0.080 -1.971 0.2583
H 0.728 -1.272 -2.738 0.2910
H -0.826 0.693 1.879 0.3169
H -1.034 -1.464 2.801 0.3058
```


The following is a quantum chemistry calculation of a structure of composition C4H7N2S at a distorted geometry, from the Open Molecules 2025 dataset.

The molar mass comes out at 115.2 g/mol. The HOMO-LUMO gap (spin up / spin down) is 0.283 / 0.224 Eh. Its spin multiplicity is 3. The calculation puts the energy relative to the best compared isomer or geometry (same formula, charge and spin) at 62.11 kcal/mol. As for the total energy: -18064.4934 eV. The total charge is +1. Its HOMO energy (spin up / spin down) is -12.03 / -13.67 eV. The LUMO energy (spin up / spin down) comes out at -4.3 / -7.6 eV. As for the expectation value of S²: 2.06.

Geometry as XYZ:
```
14
Properties=species:S:1:pos:R:3:mulliken_charge:R:1
C 2.068 -0.715 -0.383 -0.4439
C 2.174 0.186 0.678 0.0233
C 0.785 -1.206 -0.456 -0.0212
C -2.290 0.101 -0.611 -0.7286
N 1.101 0.375 1.350 -0.2684
N -0.045 -0.896 0.523 -0.1067
S -1.556 -0.755 0.837 0.1530
H 2.835 -0.946 -1.282 0.3030
H 3.179 0.458 0.953 0.4077
H 0.382 -1.749 -1.206 0.4938
H -1.840 1.089 -0.797 0.2798
H -3.344 0.043 -0.599 0.3743
H -1.931 -0.650 -1.348 0.2558
H 1.007 0.934 2.259 0.2781
```


The following is a quantum chemistry calculation of the molecule C4H7N3 at a distorted geometry, from the Open Molecules 2025 dataset.

The structure (SMILES) is CNc1cc[nH]n1. The molar mass comes out at 97.1 g/mol. The HOMO-LUMO gap is 0.327 Eh. The calculation puts the energy relative to the best compared isomer or geometry (same formula, charge and spin) at 41.91 kcal/mol. As for the total energy: -8729.8618 eV. Its HOMO energy is -7.78 eV. The LUMO energy comes out at 1.1 eV.

Geometry as XYZ:
```
14
Properties=species:S:1:pos:R:3:mulliken_charge:R:1
C 2.307 0.086 0.231 -0.8127
N 1.170 0.021 -0.669 -0.2228
C -0.132 0.210 -0.233 0.4291
C -0.777 -0.452 0.851 -0.2631
C -2.046 -0.558 0.322 -0.6525
N -2.202 0.282 -0.723 0.1630
N -1.018 0.841 -1.089 -0.7525
H 2.291 -0.746 0.948 0.2631
H 3.239 0.012 -0.342 0.3265
H 2.311 1.029 0.788 0.2986
H 1.254 0.550 -1.523 0.2579
H -0.504 -0.684 1.891 0.3493
H -2.760 -1.354 0.428 0.3639
H -3.117 0.696 -0.876 0.2522
```


The following is a quantum chemistry calculation of the molecule C4H7N3 at a distorted geometry, from the Open Molecules 2025 dataset.

The structure (SMILES) is C=NN(C)CC#N. The molar mass comes out at 97.1 g/mol. The HOMO-LUMO gap is 0.350 Eh. The calculation puts the energy relative to the best compared isomer or geometry (same formula, charge and spin) at 63.69 kcal/mol. As for the total energy: -8728.9175 eV. Its HOMO energy is -8.69 eV. The LUMO energy comes out at 0.8 eV.

Geometry as XYZ:
```
14
Properties=species:S:1:pos:R:3:mulliken_charge:R:1
C 2.653 -0.059 -0.169 -0.3428
N 1.554 -0.685 -0.159 -0.6573
N 0.404 -0.026 0.156 0.4445
C 0.219 1.428 0.149 -0.9422
C -0.716 -0.925 0.300 -0.3439
C -1.927 -0.282 -0.066 0.2849
N -2.944 0.220 -0.297 -0.4227
H 3.543 -0.591 -0.361 0.2635
H 2.781 1.006 -0.036 0.2432
H -0.877 1.634 -0.173 0.3154
H 0.443 1.900 1.234 0.2154
H 0.899 1.860 -0.640 0.3519
H -0.673 -1.528 1.169 0.3084
H -0.591 -1.823 -0.375 0.2817
```